[1]
Here is a structure of composition C41H50FeN4O5SSeSi in a non-equilibrium geometry from the Open Molecules 2025 dataset. Energies are from wB97M-V/def2-TZVPD.

Summary:
- energy above the lowest of the compared OMol25 structures with the same formula, charge and spin (eV) = 0.746
- ⟨S²⟩ = 8.764
- E_tot (eV) = -177979.2092
- multiplicity = 6
- Kohn-Sham gap (spin up / spin down) (eV) = 6.90 / 6.29
- charge = -1

```
104
Properties=species:S:1:pos:R:3:forces:R:3
Fe -0.0957 0.3866 0.2884 0.8 -1.1 -2.0
C -3.0833 1.0145 -0.9610 -0.1 -0.1 0.0
N -1.6709 1.2141 -1.2974 0.5 0.8 0.5
C -1.3459 2.6620 -1.2811 -0.2 0.0 0.0
C -1.3852 0.5572 -2.5464 0.0 0.2 -0.1
C -1.7774 1.1008 -3.7552 -0.1 0.1 -0.1
C -1.6194 0.3945 -4.9409 0.1 -0.1 0.0
C -1.1166 -0.8985 -4.8677 0.0 0.0 0.1
C -0.7164 -1.4421 -3.6547 -0.1 0.0 -0.1
C -0.7665 -0.6966 -2.4599 0.0 -0.2 0.0
N -0.3500 -1.1060 -1.2114 0.4 0.0 0.7
C 0.5809 -2.1303 -1.0603 -0.1 -0.2 -0.7
C 1.4273 -2.6203 -2.0719 0.0 -0.1 0.1
C 2.2461 -3.7241 -1.8734 0.0 0.1 0.0
C 2.2900 -4.3594 -0.6411 -0.1 0.0 -0.1
C 1.5803 -3.7903 0.4093 0.0 -0.1 0.0
C 0.7880 -2.6721 0.2157 0.0 -0.2 0.2
N 0.1679 -1.9992 1.3254 0.0 0.2 0.1
C -1.0623 -2.6937 1.7025 -0.1 0.1 -0.1
C 1.0710 -1.8562 2.4749 -0.2 0.0 0.0
H -3.7254 1.5119 -1.6946 0.0 0.0 -0.1
H -3.3075 -0.0539 -0.9533 0.1 0.1 0.0
H -3.2824 1.4223 0.0284 0.0 0.0 -0.2
H -2.0687 3.2482 -1.8624 0.0 -0.1 0.0
H -1.3724 3.0184 -0.2472 0.0 -0.1 -0.1
H -0.3467 2.8121 -1.6753 0.0 0.0 0.0
H -2.2283 2.0896 -3.7769 0.1 -0.1 0.0
H -1.8969 0.8360 -5.8903 0.0 0.0 0.0
H -1.0312 -1.4966 -5.7692 0.0 0.0 0.1
H -0.3742 -2.4646 -3.6244 0.0 0.0 -0.1
H 1.4673 -2.0951 -3.0138 0.0 -0.1 0.0
H 2.8696 -4.0772 -2.6893 -0.1 0.0 0.0
H 2.8996 -5.2410 -0.4844 0.0 0.0 0.0
H 1.6756 -4.2136 1.4063 0.0 0.1 -0.1
H -0.8407 -3.7085 2.0556 0.0 -0.1 0.0
H -1.5681 -2.1430 2.4910 0.0 0.1 0.1
H -1.7222 -2.7548 0.8342 0.1 0.0 0.0
H 1.2874 -2.8151 2.9643 0.0 0.0 0.0
H 2.0030 -1.4080 2.1431 0.0 0.0 0.0
H 0.6068 -1.1974 3.2120 0.0 0.0 0.0
C -4.6758 2.1558 2.6532 0.0 0.4 0.0
Si -3.7699 0.5328 2.7295 0.2 -0.3 -0.4
C -3.6439 0.0157 4.5111 0.2 -0.1 0.4
C -4.7714 -0.7347 1.8004 -0.3 -0.3 -0.2
Se -1.6849 0.7944 1.9305 -0.7 0.3 1.7
H -5.5994 2.1103 3.2457 0.1 0.0 -0.1
H -4.9373 2.4151 1.6194 0.0 0.0 0.2
H -4.0419 2.9585 3.0509 -0.2 -0.1 -0.1
H -4.6261 0.0675 4.9993 0.1 0.0 0.0
H -2.9495 0.6799 5.0420 -0.2 -0.1 0.0
H -3.2599 -1.0087 4.5999 -0.1 0.2 0.0
H -5.7819 -0.8093 2.2302 0.2 0.0 -0.1
H -4.3017 -1.7253 1.8471 -0.1 0.2 0.0
H -4.8647 -0.4578 0.7429 0.0 -0.1 0.2
C 2.2332 -0.7428 7.1122 0.0 0.0 -0.1
C 2.1766 0.1121 5.8655 0.0 0.0 0.1
C 1.2104 1.1067 5.7203 0.0 0.0 0.0
C 1.1602 1.8969 4.5779 0.1 -0.1 -0.1
C 2.0853 1.6846 3.5601 0.0 -0.2 0.1
C 3.0551 0.6947 3.6874 0.0 0.2 0.0
C 3.1003 -0.0800 4.8387 0.0 0.0 0.0
S 1.9644 2.6153 2.0456 -0.3 0.0 0.2
O 1.5648 3.9504 2.4117 0.0 0.1 0.1
O 3.2405 2.4872 1.3869 0.1 -0.2 -0.2
O 0.8422 1.9289 1.3380 0.2 -0.1 -0.3
H 1.5790 -0.3475 7.8917 0.0 0.0 0.0
H 3.2513 -0.7871 7.5072 -0.1 0.0 0.0
H 1.9210 -1.7697 6.8958 0.0 0.1 0.0
H 0.4866 1.2635 6.5165 0.1 0.0 -0.1
H 0.4211 2.6834 4.4624 0.0 -0.1 0.0
H 3.7763 0.5592 2.8867 -0.1 0.0 0.1
H 3.8621 -0.8514 4.9360 0.0 0.1 0.0
C 6.5554 -3.3827 3.6752 0.0 0.1 -0.1
C 6.4999 -2.0724 2.9259 0.0 0.0 0.0
C 7.2815 -0.9998 3.3438 0.0 0.0 0.0
C 7.2188 0.2151 2.6727 0.0 0.0 0.0
C 6.3751 0.3678 1.5870 -0.1 0.1 0.0
C 5.5963 -0.7035 1.1454 -0.1 0.0 -0.1
N 4.6792 -0.5658 0.0804 0.2 0.4 -0.1
C 4.7344 0.4183 -0.9059 -0.1 -0.2 0.0
C 5.9588 0.8388 -1.4431 0.0 0.0 0.0
C 6.0046 1.7611 -2.4724 -0.1 0.0 0.0
C 4.8329 2.2807 -3.0143 0.0 0.0 0.0
C 3.6189 1.8673 -2.4955 0.0 0.0 0.0
C 3.5442 0.9455 -1.4541 0.0 0.0 0.2
C 2.1856 0.6366 -0.9036 0.0 -0.3 -0.4
O 1.1720 1.2203 -1.3627 0.1 0.3 0.3
O 2.0212 -0.2485 -0.0072 0.2 0.6 0.6
C 5.6588 -1.9368 1.8136 0.0 -0.1 0.0
C 4.8360 -3.1157 1.3505 0.1 0.1 0.0
H 7.2590 -3.3195 4.5050 0.0 0.0 0.0
H 6.8680 -4.2045 3.0232 0.0 0.0 0.0
H 5.5734 -3.6508 4.0778 0.1 0.0 0.0
H 7.9331 -1.1144 4.2053 -0.1 0.0 -0.1
H 7.8121 1.0566 3.0138 -0.1 0.0 0.0
H 6.2567 1.3321 1.1067 0.1 -0.1 0.0
H 3.7179 -0.7768 0.3191 -0.2 -0.1 0.1
H 6.8777 0.4323 -1.0380 -0.1 0.0 0.0
H 6.9667 2.0823 -2.8561 0.0 0.0 0.0
H 4.8697 3.0102 -3.8149 0.0 -0.1 0.0
H 2.6852 2.2620 -2.8762 0.0 0.0 0.0
H 4.2412 -2.8797 0.4714 0.1 0.0 0.1
H 4.1517 -3.4587 2.1337 0.0 0.0 0.0
H 5.4867 -3.9598 1.0984 0.0 0.0 0.0
```
Positions in Å, forces in eV/Å.

Atomic partial charges in e from the Mulliken method, atoms 1 to 99: number 1, Fe, carries -0.064; number 2, C, carries -1.431; number 3, N, carries 1.609; number 4, C, carries -1.279; number 5, C, carries -0.072; number 6, C, carries -0.458; number 7, C, carries -1.072; number 8, C, carries -0.762; number 9, C, carries -1.024; number 10, C, carries 0.394; number 11, N, carries 0.497; number 12, C, carries 0.943; number 13, C, carries -1.412; number 14, C, carries -1.344; number 15, C, carries -0.966; number 16, C, carries -0.517; number 17, C, carries 0.063; number 18, N, carries 1.837; number 19, C, carries -1.205; number 20, C, carries -1.060; number 21, H, carries 0.309; number 22, H, carries 0.344; number 23, H, carries 0.180; number 24, H, carries 0.453; number 25, H, carries 0.272; number 26, H, carries 0.259; number 27, H, carries 0.328; number 28, H, carries 0.412; number 29, H, carries 0.385; number 30, H, carries 0.757; number 31, H, carries 0.751; number 32, H, carries 0.340; number 33, H, carries 0.360; number 34, H, carries 0.373; number 35, H, carries 0.359; number 36, H, carries 0.174; number 37, H, carries 0.230; number 38, H, carries 0.420; number 39, H, carries -0.112; number 40, H, carries 0.171; number 41, C, carries -1.202; number 42, Si, carries 0.631; number 43, C, carries -1.154; number 44, C, carries -0.974; number 45, Se, carries -0.261; number 46, H, carries 0.384; number 47, H, carries 0.293; number 48, H, carries 0.305; number 49, H, carries 0.385; number 50, H, carries 0.258; number 51, H, carries 0.290; number 52, H, carries 0.388; number 53, H, carries 0.231; number 54, H, carries 0.264; number 55, C, carries -1.436; number 56, C, carries 0.875; number 57, C, carries -0.805; number 58, C, carries -0.605; number 59, C, carries -0.685; number 60, C, carries -0.261; number 61, C, carries -0.172; number 62, S, carries 1.439; number 63, O, carries -0.786; number 64, O, carries -0.827; number 65, O, carries -0.248; number 66, H, carries 0.364; number 67, H, carries 0.340; number 68, H, carries 0.274; number 69, H, carries 0.297; number 70, H, carries 0.491; number 71, H, carries 0.381; number 72, H, carries 0.519; number 73, C, carries -1.548; number 74, C, carries 1.374; number 75, C, carries -1.125; number 76, C, carries -1.058; number 77, C, carries -0.379; number 78, C, carries -0.008; number 79, N, carries 0.088; number 80, C, carries 0.212; number 81, C, carries -0.441; number 82, C, carries -0.583; number 83, C, carries -0.940; number 84, C, carries -0.517; number 85, C, carries -0.205; number 86, C, carries 1.136; number 87, O, carries -0.864; number 88, O, carries 1.356; number 89, C, carries 1.102; number 90, C, carries -1.743; number 91, H, carries 0.417; number 92, H, carries 0.323; number 93, H, carries 0.288; number 94, H, carries 0.318; number 95, H, carries 0.374; number 96, H, carries 0.547; number 97, H, carries -0.257; number 98, H, carries 0.514; number 99, H, carries 0.381

***

[2]
Here is a structure of composition C41H52B2F6N9O2P2Tl in a non-equilibrium geometry from the Open Molecules 2025 dataset. Energies are from wB97M-V/def2-TZVPD.

Summary:
- energy above the lowest of the compared OMol25 structures with the same formula, charge and spin (eV) = 0.000
- E_tot (eV) = -101801.5068
- multiplicity = 1
- Kohn-Sham gap (eV) = 5.66
- charge = -2

```
115
Properties=species:S:1:pos:R:3:forces:R:3
Tl -0.1485 -0.3677 1.4174 -0.3 0.0 -0.9
C -1.7469 -5.0389 3.0332 0.0 0.0 -0.1
C -1.3048 -4.9720 1.5681 0.1 0.2 0.0
C -2.4728 -4.3678 0.7715 0.0 0.0 0.0
C -0.9979 -6.3807 1.0576 0.0 0.1 0.0
P 0.0650 -3.6622 1.3954 0.1 -0.6 0.1
C 0.5771 -4.0584 -0.3487 -0.1 0.2 0.2
N 1.0675 -2.9325 -1.1098 0.0 0.0 0.0
B 0.9924 -1.4846 -0.8938 -0.4 0.5 0.8
N 1.5208 -0.9507 -2.1525 0.0 0.1 0.0
C 1.6898 0.3953 -2.6949 -0.1 0.0 0.3
P 1.3296 1.7791 -1.4910 0.2 0.1 -0.5
C 2.7606 2.9548 -1.9482 -0.1 -0.1 0.1
C 4.0530 2.2233 -1.5508 -0.1 0.0 0.0
C 2.6330 4.1928 -1.0486 0.0 0.0 0.0
C 2.8758 3.3793 -3.4121 0.0 0.0 0.1
C -0.2805 2.4955 -2.1922 0.1 -0.1 0.2
C -0.6273 3.7329 -1.3571 0.0 -0.1 0.0
C -0.3507 2.8340 -3.6837 0.0 0.0 0.0
C -1.3261 1.4162 -1.8710 0.1 -0.1 0.0
C 1.8650 -1.9869 -2.9995 0.0 -0.2 -0.1
C 2.3950 -1.9714 -4.2799 0.0 0.1 0.0
C 2.6300 -3.1863 -4.9227 0.0 -0.1 -0.1
C 2.3382 -4.3900 -4.2995 0.0 0.0 0.0
C 1.8043 -4.4131 -3.0110 -0.1 0.0 0.1
C 1.5768 -3.2093 -2.3636 0.1 0.1 -0.2
C 1.6049 -4.2283 2.3544 -0.2 0.1 0.0
C 1.3432 -3.9666 3.8415 0.0 0.1 -0.1
C 2.6886 -3.2443 1.8902 -0.1 0.0 -0.1
C 2.0945 -5.6638 2.1684 -0.1 0.0 0.0
H -2.7171 -5.5405 3.1022 0.0 0.0 0.0
H -1.8555 -4.0331 3.4452 0.0 0.0 0.1
H -1.0394 -5.6003 3.6438 0.0 0.0 0.0
H -3.3712 -4.9769 0.9110 0.0 0.0 0.0
H -2.2666 -4.3186 -0.2988 0.0 0.0 0.0
H -2.6912 -3.3591 1.1242 0.0 0.0 -0.1
H -1.9278 -6.9572 1.0039 0.0 0.0 0.0
H -0.3174 -6.9076 1.7260 0.0 0.0 -0.1
H -0.5630 -6.3724 0.0577 0.0 0.0 0.0
H -0.3044 -4.4612 -0.8579 0.1 -0.1 0.0
H 1.3347 -4.8489 -0.3348 0.0 0.0 0.0
H 1.0723 0.4958 -3.5935 0.0 0.0 0.0
H 2.7301 0.4990 -3.0171 -0.1 0.0 0.0
H 3.9669 1.7708 -0.5602 0.0 0.0 0.0
H 4.8806 2.9380 -1.5233 0.0 0.0 0.0
H 4.3154 1.4413 -2.2658 0.0 0.0 0.1
H 2.3258 3.9172 -0.0375 0.0 0.0 0.1
H 1.8958 4.8907 -1.4380 0.0 0.0 0.0
H 3.5903 4.7203 -0.9900 0.0 0.0 0.0
H 2.8450 2.5204 -4.0864 0.0 0.0 0.0
H 3.8308 3.8955 -3.5647 0.0 0.0 0.0
H 2.0819 4.0692 -3.6896 0.0 0.0 0.0
H -0.0403 4.6012 -1.6513 0.0 0.0 0.0
H -0.4660 3.5428 -0.2923 -0.1 0.0 0.0
H -1.6754 3.9857 -1.5124 -0.2 0.0 0.0
H 0.0754 3.8131 -3.8970 0.0 0.0 0.0
H -1.3984 2.8652 -3.9964 0.0 0.0 0.0
H 0.1503 2.0982 -4.3150 0.0 0.0 0.0
H -1.3821 1.2515 -0.7937 0.0 -0.1 0.1
H -1.0999 0.4622 -2.3530 0.0 0.0 0.0
H -2.3131 1.7429 -2.2114 0.0 0.1 0.0
H 2.6102 -1.0376 -4.7838 0.0 0.0 0.0
H 3.0293 -3.1891 -5.9299 0.0 0.0 0.0
H 2.5132 -5.3241 -4.8198 0.0 0.0 0.0
H 1.5547 -5.3569 -2.5418 0.0 0.0 0.0
H 0.9406 -2.9624 3.9839 0.0 0.0 0.1
H 2.2781 -4.0544 4.4052 0.0 0.0 0.0
H 0.6324 -4.6776 4.2599 0.1 0.0 0.0
H 2.3405 -2.2175 2.0237 0.1 0.0 0.0
H 2.9340 -3.3800 0.8350 0.0 0.0 0.0
H 3.6014 -3.3872 2.4787 0.0 0.0 0.0
H 1.4727 -6.3707 2.7199 0.0 0.0 0.0
H 3.1170 -5.7507 2.5504 0.0 0.0 0.0
H 2.1135 -5.9682 1.1211 0.0 0.0 0.0
N 2.4750 0.4440 1.6494 0.1 0.1 -0.1
C 2.6778 1.6630 2.4321 -0.4 0.0 0.0
C 1.3551 2.4677 2.5825 0.2 0.0 -0.1
O 1.3745 3.3822 3.4156 0.0 0.0 0.0
O 0.3998 2.1174 1.8278 0.0 0.0 0.1
H 3.3190 -0.1180 1.6213 0.0 0.0 0.0
H 2.2460 0.7031 0.6908 0.0 0.0 0.0
H 3.4188 2.3430 1.9896 0.0 0.0 0.0
H 3.0181 1.4088 3.4345 0.0 0.0 0.0
F -3.3257 -1.4127 2.1305 0.2 0.3 -0.2
B -2.9400 -0.2449 2.6809 0.1 -1.1 0.4
F -2.6366 -0.3291 3.9963 0.1 0.3 -0.2
N 0.0595 0.5753 4.7013 0.0 0.1 0.1
C 0.6504 1.1065 5.7812 0.1 0.0 0.1
C 1.8055 0.3856 5.9883 0.1 0.0 0.1
C 1.8204 -0.5570 4.9471 -0.1 0.1 0.1
N 0.7537 -0.4293 4.1700 0.2 -0.3 0.2
H -0.7732 0.8967 4.2331 0.0 0.0 -0.1
H 0.2312 1.9471 6.3048 0.0 0.0 -0.1
H 2.5403 0.5298 6.7614 0.0 0.0 0.0
H 2.5650 -1.3062 4.7294 0.0 0.0 0.0
F -3.5544 6.0086 0.7344 0.1 0.1 0.0
C -4.0540 5.1321 -0.1457 0.0 -0.2 0.0
C -4.2409 5.5450 -1.4451 -0.1 -0.2 -0.1
F -3.9085 6.8107 -1.7418 0.0 0.1 0.0
C -4.7470 4.7095 -2.4623 0.1 -0.1 0.3
C -5.0980 3.4254 -1.9971 0.1 0.2 -0.1
C -4.8983 3.0157 -0.7005 0.1 0.2 0.1
F -5.2598 1.7657 -0.3605 0.0 -0.1 0.0
C -4.3437 3.8382 0.2757 -0.1 -0.1 -0.1
C -4.0844 3.3455 1.6415 0.1 0.2 -0.2
C -3.7320 2.0844 1.9051 -0.1 -0.2 0.2
N -3.5366 0.9593 2.2121 0.0 0.6 -0.2
C -4.2568 4.1842 2.7754 -0.1 0.1 0.2
N -4.4459 4.8421 3.7027 0.0 0.0 0.0
F -5.6394 2.5349 -2.8453 0.0 -0.1 -0.1
C -4.8755 5.1153 -3.8262 -0.1 0.0 -0.1
C -5.4199 4.2956 -4.8391 -0.1 -0.1 -0.1
N -5.8545 3.6960 -5.7291 0.0 0.0 0.0
C -4.4425 6.3653 -4.3195 0.1 0.2 0.0
N -4.0957 7.3570 -4.8057 0.0 0.0 0.0
```
Positions in Å, forces in eV/Å.

Atomic partial charges in e from the Mulliken method, atoms 1 to 99: number 1, Tl, carries 1.301; number 2, C, carries -1.997; number 3, C, carries 1.831; number 4, C, carries -1.847; number 5, C, carries -1.717; number 6, P, carries 0.207; number 7, C, carries -1.853; number 8, N, carries 0.351; number 9, B, carries 0.667; number 10, N, carries 0.310; number 11, C, carries -1.694; number 12, P, carries 0.796; number 13, C, carries 1.965; number 14, C, carries -1.777; number 15, C, carries -1.952; number 16, C, carries -1.737; number 17, C, carries 2.118; number 18, C, carries -1.666; number 19, C, carries -1.708; number 20, C, carries -1.350; number 21, C, carries 0.230; number 22, C, carries -0.700; number 23, C, carries -0.842; number 24, C, carries -0.846; number 25, C, carries -0.489; number 26, C, carries 0.299; number 27, C, carries 2.231; number 28, C, carries -1.838; number 29, C, carries -1.925; number 30, C, carries -1.878; number 31, H, carries 0.551; number 32, H, carries 0.256; number 33, H, carries 0.349; number 34, H, carries 0.552; number 35, H, carries 0.307; number 36, H, carries 0.321; number 37, H, carries 0.528; number 38, H, carries 0.287; number 39, H, carries 0.207; number 40, H, carries 0.923; number 41, H, carries 0.314; number 42, H, carries 0.562; number 43, H, carries 0.620; number 44, H, carries 0.162; number 45, H, carries 0.569; number 46, H, carries 0.364; number 47, H, carries 0.377; number 48, H, carries 0.362; number 49, H, carries 0.509; number 50, H, carries 0.162; number 51, H, carries 0.525; number 52, H, carries 0.281; number 53, H, carries 0.254; number 54, H, carries 0.201; number 55, H, carries 0.130; number 56, H, carries 0.395; number 57, H, carries 0.429; number 58, H, carries 0.212; number 59, H, carries -0.046; number 60, H, carries 0.226; number 61, H, carries 0.398; number 62, H, carries 0.483; number 63, H, carries 0.360; number 64, H, carries 0.360; number 65, H, carries 0.465; number 66, H, carries 0.197; number 67, H, carries 0.521; number 68, H, carries 0.217; number 69, H, carries 0.149; number 70, H, carries 0.294; number 71, H, carries 0.588; number 72, H, carries 0.312; number 73, H, carries 0.484; number 74, H, carries 0.282; number 75, N, carries 0.094; number 76, C, carries -0.545; number 77, C, carries 0.390; number 78, O, carries -0.849; number 79, O, carries -0.367; number 80, H, carries 0.202; number 81, H, carries -0.714; number 82, H, carries 0.395; number 83, H, carries 0.372; number 84, F, carries -0.189; number 85, B, carries 0.419; number 86, F, carries -0.148; number 87, N, carries 0.312; number 88, C, carries -0.369; number 89, C, carries -0.953; number 90, C, carries -0.224; number 91, N, carries -0.009; number 92, H, carries 0.009; number 93, H, carries 0.431; number 94, H, carries 0.387; number 95, H, carries 0.377; number 96, F, carries -0.409; number 97, C, carries 0.462; number 98, C, carries 0.281; number 99, F, carries -0.388

***

The lowest multiplicity belongs to which entry?
C41H52B2F6N9O2P2Tl

***

The highest E_tot belongs to which entry?
C41H52B2F6N9O2P2Tl

***

Which of these has the highest E_tot?
C41H52B2F6N9O2P2Tl